No. 1
{"formula": "C21H27N5O2S2Tl", "method": "ωB97M-V with the def2-TZVPD basis set", "elements": ["Tl", "N", "C", "N", "C", "C", "S", "C", "C", "S", "C", "N", "N", "H", "H", "H", "H", "H", "H", "C", "C", "C", "C", "O", "H", "H", "H", "H", "H", "H", "H", "H", "H", "C", "C", "C", "O", "C", "H", "H", "H", "H", "H", "H", "H", "H", "N", "C", "C", "C", "C", "C", "C", "C", "H", "H", "H", "H"], "coordinates": [[0.3635, 0.2055, -1.2796], [4.2199, -0.3309, -0.8475], [3.9230, 1.0125, -0.8103], [2.7294, 1.4839, -0.8708], [2.6955, 2.8617, -0.8613], [3.9244, 3.4439, -0.8119], [5.1695, 2.2409, -0.7615], [1.4039, 3.5504, -0.8629], [1.2986, 4.8870, -0.6593], [-0.3547, 5.3815, -0.6825], [-0.8464, 3.6351, -0.9820], [0.2284, 2.8545, -1.0422], [-2.0880, 3.2875, -1.1189], [3.4095, -0.9061, -0.6627], [5.0543, -0.6104, -0.3615], [4.1831, 4.4887, -0.7987], [2.0856, 5.6038, -0.4923], [-2.7412, 4.0504, -1.0285], [-2.3721, 1.5661, -1.1247], [-3.2279, -0.7450, -2.8957], [-3.3910, -0.1850, -1.4777], [-3.4763, -1.3567, -0.4940], [-4.6299, 0.7033, -1.3968], [-2.2415, 0.5621, -1.1417], [-4.0752, -1.3843, -3.1554], [-2.3086, -1.3309, -2.9427], [-3.1582, 0.0709, -3.6174], [-4.2298, -2.0859, -0.7996], [-3.7119, -1.0001, 0.5107], [-2.4988, -1.8427, -0.4643], [-5.5433, 0.1207, -1.5361], [-4.5844, 1.4742, -2.1686], [-4.6680, 1.1935, -0.4220], [1.7735, -3.6750, 0.8886], [2.0109, -4.4605, -0.4033], [1.1648, -3.6801, -1.4102], [0.1310, -3.0430, -0.6697], [0.3194, -3.2533, 0.7286], [2.4112, -2.7875, 0.9261], [1.9437, -4.2625, 1.7899], [1.6361, -5.4806, -0.2941], [3.0573, -4.5072, -0.7051], [0.7165, -4.3152, -2.1780], [1.7580, -2.9078, -1.9148], [-0.3579, -4.0438, 1.0780], [0.0856, -2.3251, 1.2481], [0.0282, 0.7252, 6.6463], [0.0978, 0.6631, 5.4973], [0.1831, 0.5644, 4.0791], [-0.9748, 0.5349, 3.2939], [-0.8706, 0.3958, 1.9210], [0.3549, 0.2859, 1.2376], [1.4868, 0.3517, 2.0690], [1.4261, 0.4803, 3.4463], [-1.9404, 0.6299, 3.7780], [-1.7880, 0.3792, 1.3392], [2.4791, 0.3063, 1.6185], [2.3260, 0.5249, 4.0502]], "lowdin_charge": [0.738, 0.093, -0.713, 0.006, -0.321, -0.368, 0.997, -0.376, -0.433, 0.914, -0.721, -0.016, 0.005, 0.066, 0.082, 0.062, 0.051, 0.023, 0.037, -0.042, -0.686, -0.032, -0.041, -0.251, 0.078, 0.072, 0.085, 0.080, 0.080, 0.077, 0.080, 0.082, 0.086, -0.160, -0.168, -0.219, -0.219, -0.201, 0.103, 0.110, 0.107, 0.105, 0.115, 0.095, 0.120, 0.097, 0.115, -0.218, -0.270, -0.052, -0.139, -0.242, -0.155, -0.063, 0.106, 0.068, 0.066, 0.104], "spin_multiplicity": 1, "e_homo_ev": -3.76, "largest_force_ev_per_a": 0.9, "total_charge": -1, "lumo_energy_ev": 2.23}

No. 2
{"formula": "C21H27N5O3", "method": "ωB97M-V with the def2-TZVPD basis set", "elements": ["C", "H", "H", "H", "C", "C", "H", "H", "H", "C", "C", "N", "C", "C", "C", "C", "C", "O", "H", "H", "H", "C", "N", "C", "N", "C", "N", "C", "H", "C", "H", "H", "C", "N", "C", "C", "O", "C", "H", "C", "H", "H", "H", "H", "H", "H", "H", "H", "H", "H", "H", "C", "O", "H", "H", "H"], "coordinates": [[3.9646, -3.5295, 0.6612], [4.3136, -3.0925, 1.5926], [3.6540, -2.7236, 0.0001], [4.7873, -4.0702, 0.1985], [2.8052, -4.4912, 0.9475], [3.2069, -5.4857, 2.0364], [3.3652, -4.9702, 2.9790], [2.4238, -6.2284, 2.1599], [4.1209, -5.9976, 1.7489], [1.5544, -3.7057, 1.3735], [0.9690, -2.9565, 0.2177], [0.2242, -1.8965, 0.5136], [-0.3051, -1.2565, -0.5044], [-0.1306, -1.6004, -1.8664], [0.6589, -2.7006, -2.1603], [1.2133, -3.3916, -1.0930], [2.1106, -4.5754, -1.3387], [2.4792, -5.2901, -0.1869], [1.6017, -5.3041, -1.9784], [3.0081, -4.2282, -1.8795], [0.8328, -3.0040, -3.1815], [-0.8801, -0.6168, -2.5952], [-1.0716, -0.4150, -3.9056], [-1.8153, 0.6342, -4.1795], [-2.3818, 1.4891, -3.3410], [-2.2213, 1.3077, -2.0254], [-2.8347, 2.1049, -1.1331], [-3.3471, 3.4075, -1.4777], [-4.3075, 3.5467, -0.9713], [-2.3749, 4.5146, -1.0546], [-2.7789, 5.4795, -1.3639], [-1.4267, 4.3646, -1.5729], [-2.1520, 4.5439, 0.4611], [-1.5168, 3.3273, 0.9473], [-0.0876, 3.2229, 0.6516], [0.7739, 3.4591, 1.8912], [0.5086, 2.5146, 2.9090], [-0.8166, 2.0169, 2.8738], [-1.0626, 1.7353, 3.9004], [-1.7947, 3.0638, 2.3546], [-2.8199, 2.6909, 2.4428], [-1.7066, 3.9724, 2.9729], [-0.8685, 1.1200, 2.2402], [0.5992, 4.4781, 2.2730], [1.8348, 3.3647, 1.6449], [0.1173, 2.2168, 0.2686], [0.1885, 3.9442, -0.1190], [-1.5695, 5.4418, 0.7279], [-3.1256, 4.6221, 0.9530], [-3.5028, 3.4275, -2.5575], [-2.4886, 2.0504, -0.1773], [-1.4350, 0.2150, -1.6190], [-1.0869, -0.1639, -0.3490], [-1.9865, 0.8354, -5.2291], [1.7778, -3.0071, 2.1794], [0.8025, -4.4106, 1.7397]], "lowdin_charge": [-0.010, 0.090, 0.085, 0.094, -0.569, -0.018, 0.088, 0.087, 0.087, -0.054, -0.211, 0.217, -0.255, -0.059, 0.073, -0.124, -0.154, -0.081, 0.138, 0.134, 0.134, -0.169, 0.124, -0.224, 0.137, -0.257, 0.068, -0.181, 0.119, -0.157, 0.112, 0.107, -0.198, -0.206, -0.145, -0.187, -0.128, -0.182, 0.127, -0.165, 0.127, 0.128, 0.119, 0.123, 0.126, 0.118, 0.122, 0.124, 0.122, 0.108, 0.114, -0.109, 0.115, 0.105, 0.132, 0.137], "spin_multiplicity": 1, "e_homo_ev": -8.22, "largest_force_ev_per_a": 1.4, "lumo_energy_ev": 0.28}

No. 3
{"formula": "C21H27N5O4", "method": "ωB97M-V with the def2-TZVPD basis set", "elements": ["O", "O", "O", "N", "O", "C", "C", "C", "C", "C", "C", "C", "C", "C", "C", "C", "C", "C", "C", "N", "N", "N", "N", "C", "C", "C", "C", "C", "C", "C", "H", "H", "H", "H", "H", "H", "H", "H", "H", "H", "H", "H", "H", "H", "H", "H", "H", "H", "H", "H", "H", "H", "H", "H", "H", "H", "H"], "coordinates": [[-1.0592, -2.1623, 6.5471], [2.4777, 0.1967, -6.2770], [1.2800, -0.3828, -1.5323], [-5.8093, -1.1489, -1.9531], [0.4967, -0.5011, 6.1981], [-0.4973, -1.3502, 5.8188], [2.4804, 1.2734, -5.6990], [1.8741, 0.5293, -2.0858], [-4.8419, -1.2732, -2.8295], [-5.1736, -0.9731, -0.7319], [-2.0833, -1.7111, 3.8579], [-0.9183, -1.2428, 4.4224], [-3.8109, -0.9780, -0.8784], [-1.6438, -0.0923, -0.0066], [-3.0701, -1.3870, 1.4654], [-0.7087, 0.0670, 1.0226], [-2.8312, -0.8169, 0.2022], [-2.1238, -1.2402, 2.4823], [-0.9612, -0.5133, 2.2613], [-0.2384, -0.5244, 3.4420], [1.8466, 1.7343, -1.4941], [-3.5917, -1.1780, -2.2316], [2.4977, 1.3982, -4.3729], [2.4684, 2.5590, -6.4923], [2.5371, 2.9767, -1.8455], [-2.3056, -1.3843, -2.9166], [1.2735, -0.9559, 8.4672], [0.4414, -0.0560, 7.5631], [4.0623, -0.0745, -3.2293], [2.5808, 0.2743, -3.4369], [-5.0004, -1.4393, -3.8909], [-5.6917, -0.8403, 0.2130], [-2.8484, -2.2917, 4.3664], [-1.4419, 0.3538, -0.9737], [-3.9744, -1.9563, 1.6538], [0.2079, 0.6191, 0.8541], [0.6556, -0.0572, 3.5873], [1.3062, 1.7453, -0.6433], [2.4835, 2.3256, -3.9889], [1.5447, 3.0981, -6.2919], [3.3278, 3.1649, -6.2128], [2.5282, 2.3181, -7.5534], [2.6071, 3.6136, -0.9621], [1.9767, 3.5174, -2.6097], [3.5496, 2.7731, -2.1971], [-2.4453, -1.9917, -3.8158], [-1.8693, -0.4251, -3.2092], [-1.6015, -1.9090, -2.2633], [2.3135, -0.9755, 8.1285], [0.8815, -1.9773, 8.4589], [1.2474, -0.5836, 9.4952], [-0.5917, -0.0193, 7.9300], [0.8382, 0.9629, 7.6155], [4.5234, -0.3122, -4.1893], [4.5915, 0.7614, -2.7721], [4.1425, -0.9462, -2.5782], [2.0909, -0.5911, -3.8885]], "lowdin_charge": [0.106, 0.051, 0.052, 0.046, -0.010, -0.409, -0.559, -0.449, -0.174, -0.106, 0.071, -0.153, -0.202, -0.026, 0.042, -0.002, -0.158, -0.156, -0.203, 0.129, 0.043, -0.070, 0.089, 0.002, -0.065, -0.017, -0.072, -0.221, -0.022, -0.238, 0.120, 0.106, 0.126, 0.099, 0.122, 0.085, 0.165, 0.121, 0.089, 0.082, 0.080, 0.086, 0.094, 0.080, 0.083, 0.089, 0.083, 0.096, 0.078, 0.076, 0.078, 0.126, 0.120, 0.087, 0.072, 0.089, 0.150], "spin_multiplicity": 1, "e_homo_ev": -7.72, "largest_force_ev_per_a": 2.0, "lumo_energy_ev": 0.16}

No. 4
{"formula": "C21H28AuF5O2", "method": "ωB97M-V with the def2-TZVPD basis set", "elements": ["O", "C", "C", "H", "H", "C", "H", "H", "C", "H", "H", "H", "C", "H", "H", "H", "Au", "C", "C", "C", "H", "C", "C", "H", "H", "H", "H", "C", "C", "C", "H", "C", "C", "H", "H", "H", "H", "O", "C", "C", "H", "H", "C", "H", "H", "C", "H", "H", "H", "H", "F", "C", "F", "C", "F", "F", "F"], "coordinates": [[-0.6547, -0.5105, -1.5605], [-1.4665, 0.5140, -2.4382], [-0.7836, 0.1285, -3.7230], [-1.3103, 1.5318, -2.0720], [-2.5478, 0.2866, -2.4963], [-0.3273, -1.0650, -2.8870], [0.0784, 0.7647, -3.9616], [-1.4219, -0.1939, -4.5482], [1.0589, -1.3088, -3.4061], [1.6818, -0.4388, -3.5920], [0.8916, -1.7023, -4.4151], [1.6277, -2.0392, -2.8685], [-1.1940, -2.2639, -3.2093], [-2.2644, -2.0612, -3.1717], [-1.0206, -3.0644, -2.4940], [-0.9650, -2.6807, -4.2002], [-0.4417, -0.2170, 1.1592], [-3.0145, -1.2857, 3.8980], [-2.4159, -0.0210, 3.7688], [-2.3725, 0.3377, 2.3676], [-2.0932, 0.6134, 4.5834], [-2.9699, -0.7900, 1.6486], [-3.2884, -1.7810, 2.5831], [-3.6913, -2.7643, 2.3544], [-3.2586, -1.7958, 4.8354], [-2.3200, 1.3627, 2.0032], [-3.0760, -0.8232, 0.5697], [0.1045, -2.3224, 3.5365], [-0.5674, -3.1463, 2.5852], [-0.0167, -2.9208, 1.3120], [-1.3114, -3.9021, 2.8520], [1.0133, -1.8829, 1.4444], [1.0999, -1.5857, 2.8722], [1.8465, -0.9849, 3.3664], [-0.0611, -2.3481, 4.6186], [-0.2870, -3.4370, 0.3926], [1.8079, -1.6681, 0.7482], [2.6193, 1.5903, -2.6252], [1.8316, 1.2315, -1.4658], [1.0410, 2.4463, -0.9229], [2.5543, 0.9724, -0.6744], [1.1912, 0.3493, -1.5509], [1.5057, 3.5425, -1.8637], [1.3853, 2.6962, 0.0978], [-0.0617, 2.3785, -0.8873], [2.8433, 3.0248, -2.4030], [1.5795, 4.5210, -1.4324], [0.7063, 3.5680, -2.6065], [3.6110, 3.2437, -1.6228], [3.1964, 3.5232, -3.3132], [0.3120, 0.8913, 3.8212], [0.4532, 1.3684, 2.5363], [-0.3295, 2.4951, 2.5072], [1.9837, 1.8003, 2.4591], [2.0870, 3.0934, 2.8704], [2.6896, 0.9872, 3.2898], [2.7325, 1.7419, 1.3302]], "lowdin_charge": [-0.168, -0.086, -0.093, 0.092, 0.123, -0.589, 0.119, 0.127, -0.036, 0.069, 0.099, 0.087, -0.027, 0.088, 0.083, 0.094, 0.969, -0.102, -0.091, -0.202, 0.102, -0.156, -0.099, 0.107, 0.103, 0.094, 0.083, -0.120, -0.114, -0.124, 0.108, -0.237, -0.128, 0.089, 0.108, 0.090, 0.092, -0.141, -0.197, -0.170, 0.107, 0.074, -0.170, 0.087, 0.089, -0.166, 0.105, 0.109, 0.128, 0.118, 0.007, -0.357, 0.011, -0.509, 0.126, 0.104, 0.091], "s2": 2.041, "spin_multiplicity": 3, "e_homo_ev": [-7.70, -7.66], "largest_force_ev_per_a": 3.4, "lumo_energy_ev": [0.55, -2.10]}

Quick rundown of energy above the lowest of the compared OMol25 structures with the same formula, charge and spin, same order as above: 17.5; 50.5; 41.0; 36.2 kcal/mol